[1]
C40H61BCoN8S3Si2 | ωB97M-V/def2-TZVPD

```
116
Properties=species:S:1:pos:R:3:mulliken_spin:R:1
Co 0.16 -0.35 -0.18 2.104
C -4.26 1.11 -2.37 0.017
C -3.52 -0.15 -2.69 -0.024
C -4.04 -1.11 -3.50 0.015
C -3.26 -2.25 -3.80 -0.005
N -2.11 -2.47 -3.22 0.012
N -1.61 -1.56 -2.37 0.001
B -0.25 -1.86 -1.64 -0.307
N 0.97 -1.79 -2.64 -0.008
N 1.11 -2.90 -3.37 -0.009
C 2.09 -3.02 -4.21 -0.001
C 2.97 -1.93 -4.45 0.001
C 2.84 -0.79 -3.72 -0.009
C 3.77 0.37 -3.88 -0.003
C 1.83 -0.75 -2.72 0.052
S 1.79 0.52 -1.60 0.009
C 2.25 -4.36 -4.91 0.000
C 1.07 -4.56 -5.87 0.000
C 2.23 -5.48 -3.85 0.001
C 3.55 -4.45 -5.71 0.000
N -0.21 -3.23 -0.92 -0.001
N -1.20 -4.11 -1.05 0.003
C -1.21 -5.19 -0.33 -0.010
C -0.17 -5.49 0.57 0.016
C 0.84 -4.59 0.75 -0.041
C 1.89 -4.79 1.80 -0.005
C 0.80 -3.41 -0.02 0.074
S 1.93 -2.16 0.20 0.058
C -2.39 -6.13 -0.54 -0.001
C -3.69 -5.31 -0.48 0.000
C -2.21 -6.79 -1.92 -0.001
C -2.46 -7.22 0.52 -0.001
C -2.22 -0.36 -2.17 0.070
S -1.43 0.91 -1.38 0.118
C -3.73 -3.25 -4.86 0.000
C -2.58 -3.46 -5.85 0.000
C -4.95 -2.74 -5.64 0.000
C -4.09 -4.58 -4.21 -0.001
H -5.28 1.06 -2.75 0.000
H -3.76 1.97 -2.81 -0.005
H -4.28 1.26 -1.29 0.000
H -5.02 -0.98 -3.92 0.001
H 3.76 -2.01 -5.18 0.000
H 4.43 0.23 -4.73 0.000
H 4.36 0.50 -2.97 0.000
H 3.20 1.29 -4.01 -0.001
H 0.15 -4.62 -5.30 0.000
H 1.20 -5.48 -6.44 0.000
H 0.99 -3.72 -6.57 0.000
H 1.33 -5.40 -3.24 -0.001
H 3.11 -5.40 -3.20 0.000
H 2.24 -6.45 -4.34 0.000
H 3.56 -3.74 -6.54 0.000
H 3.65 -5.45 -6.13 0.000
H 4.42 -4.26 -5.08 0.000
H -0.18 -6.41 1.15 0.001
H 1.93 -5.83 2.11 0.001
H 1.63 -4.18 2.67 0.001
H 2.86 -4.46 1.45 -0.007
H -3.61 -4.43 -1.11 0.000
H -3.85 -4.96 0.54 0.000
H -4.54 -5.92 -0.79 0.000
H -1.99 -6.04 -2.68 0.000
H -3.10 -7.34 -2.21 0.000
H -1.37 -7.49 -1.89 0.000
H -2.50 -6.80 1.53 0.000
H -1.61 -7.91 0.47 0.000
H -3.37 -7.81 0.37 0.000
H -2.35 -2.53 -6.38 0.000
H -2.84 -4.22 -6.59 0.000
H -1.70 -3.77 -5.31 0.000
H -4.76 -1.78 -6.11 0.000
H -5.83 -2.65 -4.99 0.000
H -5.19 -3.46 -6.42 0.000
H -3.25 -4.94 -3.61 0.000
H -4.32 -5.33 -4.97 0.000
H -4.96 -4.47 -3.56 0.000
C -1.03 4.57 3.01 0.045
Si -1.35 3.42 1.54 -0.047
C -2.46 4.34 0.32 0.011
C -2.17 1.87 2.22 0.015
C 0.37 3.09 0.82 0.545
C 1.13 2.11 1.60 0.100
C 2.05 2.63 2.53 0.142
C 2.63 1.80 3.48 0.007
C 2.27 0.46 3.50 0.028
C 1.39 0.01 2.53 -0.003
N 0.85 0.79 1.59 0.061
Si 1.24 4.34 -0.28 -0.050
C 3.09 3.99 -0.43 0.002
C 1.04 6.07 0.47 0.034
C 0.43 4.41 -1.98 0.042
H -1.97 4.83 3.50 0.002
H -0.54 5.50 2.71 -0.004
H -0.39 4.08 3.75 -0.002
H -3.45 4.49 0.77 0.001
H -2.59 3.77 -0.60 -0.002
H -2.05 5.32 0.07 -0.001
H -3.20 2.09 2.53 0.002
H -1.63 1.49 3.09 -0.001
H -2.21 1.07 1.48 -0.004
H 2.26 3.69 2.52 0.012
H 3.32 2.20 4.20 0.001
H 2.66 -0.22 4.24 0.001
H 1.11 -1.03 2.50 0.003
H 3.57 3.92 0.55 0.001
H 3.58 4.78 -0.99 0.000
H 3.26 3.04 -0.95 -0.001
H 1.48 6.15 1.46 0.001
H -0.02 6.34 0.55 -0.003
H 1.52 6.81 -0.17 0.002
H 0.40 3.43 -2.46 -0.007
H 0.98 5.10 -2.63 0.001
H -0.60 4.78 -1.91 -0.002
N -1.86 -1.89 1.47 0.019
C -1.12 -1.30 0.79 -0.067
```

Output
* E_HOMO (alpha / beta): -6.55 / -7.43 eV
* HOMO-LUMO gap (alpha / beta): 0.23989 / 0.24998 Eh
* ΔE to the lowest compared entry with this formula, charge and spin: 12.0 kJ/mol
* electronic energy: -140958.9046 eV
* 2S+1: 4

=====

[2]
C5H13NO6S | ωB97M-V/def2-TZVPD

```
26
Properties=species:S:1:pos:R:3:lowdin_charge:R:1
C 1.92 0.08 -1.30 -0.052
C 0.38 -0.14 -1.38 -0.103
C -0.39 0.33 -0.03 -0.386
N 0.22 -0.21 1.08 -0.042
C 0.31 -1.68 1.14 -0.012
C -0.56 1.79 0.29 -0.719
O -1.10 2.50 -0.71 0.071
O 0.67 2.35 0.51 0.095
O -1.44 1.99 1.38 0.070
S -2.15 -0.39 -0.29 0.693
O -2.25 -1.72 -0.81 -0.264
O -2.76 0.60 -1.14 -0.272
O -2.94 -0.42 1.12 -0.120
H 2.19 1.16 -1.33 0.084
H 2.38 -0.28 -0.36 0.085
H 2.35 -0.36 -2.14 0.044
H 0.14 -1.20 -1.47 0.105
H -0.19 0.29 -2.08 0.062
H -0.07 0.25 1.92 0.123
H 1.16 -1.92 0.63 0.054
H 0.46 -1.85 2.13 0.075
H -0.51 -2.03 0.66 0.035
H -1.74 1.90 -1.16 0.071
H 0.73 3.19 0.04 0.136
H -1.01 2.57 1.97 0.096
H -3.10 0.53 1.13 0.069
```

Output
* E_HOMO: -9.16 eV
* HOMO-LUMO gap: 0.35451 Eh
* ΔE to the lowest compared entry with this formula, charge and spin: 196.5 kJ/mol
* electronic energy: -30004.3871 eV
* 2S+1: 1

=====

[3]
C3H4F2S | ωB97M-V/def2-TZVPD

```
10
Properties=species:S:1:pos:R:3:lowdin_charge:R:1
C -2.13 -0.02 0.61 -0.684
C 0.45 0.08 -0.49 0.186
C -1.62 -1.20 0.09 -0.486
F -0.99 -2.08 0.86 0.115
F -1.84 -1.68 -1.09 0.163
S -2.86 1.26 -0.08 0.661
H -1.82 0.11 1.62 0.058
H -0.34 0.27 -1.18 -0.016
H 1.24 -0.50 -0.79 -0.003
H 0.65 0.73 0.29 0.006
```

Output
* E_HOMO (alpha / beta): -8.36 / -8.36 eV
* HOMO-LUMO gap (alpha / beta): 0.23821 / 0.23822 Eh
* ΔE to the lowest compared entry with this formula, charge and spin: 364.6 kJ/mol
* electronic energy: -19441.6925 eV
* 2S+1: 1

=====

[4]
Cl3H2N3 | ωB97M-V/def2-TZVPD

```
8
Properties=species:S:1:pos:R:3:lowdin_charge:R:1
H 2.71 0.50 0.40 0.071
N 2.23 -0.37 0.64 -0.025
N 1.53 -0.75 -0.29 -0.492
Cl 0.68 -2.23 0.07 0.495
Cl -3.30 0.70 -0.66 0.460
N -1.79 0.59 0.21 -0.895
Cl -0.70 1.85 -0.26 0.447
H -1.36 -0.29 -0.10 -0.061
```

Output
* E_HOMO: -9.97 eV
* HOMO-LUMO gap: 0.36357 Eh
* ΔE to the lowest compared entry with this formula, charge and spin: 0.0 kJ/mol
* electronic energy: -42065.9092 eV
* 2S+1: 1

=====

[5]
C7H7N | ωB97M-V/def2-TZVPD

```
15
Properties=species:S:1:pos:R:3:lowdin_charge:R:1
C 2.08 0.79 -3.98 0.117
C 1.65 0.47 -2.93 -0.173
C 1.06 0.09 -1.77 -0.042
C 0.76 0.08 -0.63 0.048
C -0.04 -0.20 0.54 -0.403
C -1.24 -0.98 0.17 -0.039
N 0.36 0.40 1.58 0.019
C -0.37 0.42 2.79 -0.125
H 2.36 1.09 -5.01 0.060
H -2.11 -0.50 0.60 0.063
H -1.16 -2.14 0.43 0.140
H -1.43 -0.83 -0.92 0.091
H -1.48 0.77 2.52 0.123
H 0.03 1.14 3.40 0.030
H -0.46 -0.58 3.23 0.091
```

Output
* E_HOMO: -9.18 eV
* HOMO-LUMO gap: 0.35501 Eh
* ΔE to the lowest compared entry with this formula, charge and spin: 412.6 kJ/mol
* electronic energy: -8857.3478 eV
* 2S+1: 1

=====

[6]
C23H45CeCl3N2O6PSi | ωB97M-V/def2-TZVPD

```
82
Properties=species:S:1:pos:R:3:mulliken_spin:R:1
C -8.10 1.04 0.83 0.000
C -8.95 0.20 -0.07 0.000
H -8.39 2.09 0.78 0.000
H -7.04 0.94 0.55 0.000
H -8.19 0.72 1.88 0.000
C -10.16 0.59 -0.55 0.000
C -10.85 1.85 -0.16 0.000
H -10.68 -0.05 -1.26 0.000
H -10.17 2.71 -0.10 0.000
H -11.38 1.76 0.81 0.000
H -11.62 2.08 -0.91 0.000
Ce -0.06 0.02 0.10 1.003
Cl 0.57 -1.56 2.08 -0.003
Cl -2.43 0.56 0.89 -0.002
C -1.46 -2.66 -0.26 -0.001
O -0.90 -1.83 -1.05 0.000
N -2.03 -3.75 -0.72 0.000
C -2.07 -4.02 -2.17 0.000
C -2.61 -4.73 0.18 0.000
H -1.50 -2.50 0.85 0.001
H -1.35 -3.38 -2.69 0.000
H -3.09 -3.81 -2.56 0.000
H -1.82 -5.08 -2.33 0.000
H -2.39 -4.40 1.20 0.000
H -2.14 -5.71 0.01 0.000
H -3.70 -4.78 0.04 0.000
H -2.05 4.37 -0.67 0.000
H -3.42 2.31 -1.66 0.000
C -1.36 4.29 -1.53 0.000
C -2.80 2.54 -2.54 0.000
N -1.46 3.00 -2.15 0.000
H -0.33 4.41 -1.17 0.000
C -0.40 2.19 -2.09 0.001
O -0.47 0.92 -2.08 0.004
H -2.75 1.67 -3.21 0.000
H 0.56 2.72 -1.95 0.000
H -1.60 5.07 -2.28 0.000
H -3.25 3.38 -3.09 0.000
O -7.53 -0.94 -1.60 0.000
C -8.38 -1.15 -0.48 0.000
C -9.95 -2.47 -2.01 0.000
C -9.44 -2.21 -0.74 0.000
H -9.56 -1.93 -2.87 0.000
C -10.97 -3.42 -2.15 0.000
H -7.77 -1.47 0.39 0.000
C -9.93 -2.88 0.39 0.000
H -11.37 -3.63 -3.14 0.000
C -11.48 -4.07 -1.02 0.000
C -10.97 -3.80 0.25 0.000
H -9.50 -2.64 1.36 0.000
H -12.28 -4.80 -1.14 0.000
H -11.37 -4.29 1.14 0.000
Si -6.12 -1.68 -2.12 0.000
Cl 0.63 2.53 0.76 -0.002
C -6.08 -1.57 -3.97 0.000
C -6.16 -3.46 -1.54 0.000
C -4.72 -0.72 -1.34 0.000
H -7.04 -1.88 -4.41 0.000
H -5.30 -2.23 -4.38 0.000
H -5.87 -0.54 -4.30 0.000
H -4.75 0.33 -1.65 0.000
H -3.73 -1.11 -1.58 0.001
H -4.79 -0.72 -0.24 0.000
H -7.11 -3.94 -1.84 0.000
H -6.09 -3.53 -0.44 0.000
H -5.34 -4.05 -1.98 0.000
C 4.02 1.96 1.16 0.000
O 3.36 0.67 1.18 0.001
P 3.46 -0.83 0.61 0.000
O 4.64 -0.82 -0.46 0.000
C 5.46 0.13 -1.09 0.000
O 2.10 -1.13 -0.70 0.000
C 2.23 -2.45 -1.36 0.000
H 3.46 2.61 1.85 0.000
H 3.95 2.40 0.15 0.000
H 5.08 1.96 1.47 0.000
H 4.91 0.80 -1.73 0.000
H 6.01 0.70 -0.35 0.000
H 6.13 -0.49 -1.68 0.000
H 1.84 -2.49 -2.38 0.000
H 3.29 -2.72 -1.38 0.000
H 1.73 -3.20 -0.77 0.000
```

Output
* E_HOMO (alpha / beta): -7.66 / -8.56 eV
* HOMO-LUMO gap (alpha / beta): 0.29686 / 0.32973 Eh
* ΔE to the lowest compared entry with this formula, charge and spin: 0.0 kJ/mol
* electronic energy: -107516.8887 eV
* 2S+1: 2

=====

[7]
C3H3ClF2 | ωB97M-V/def2-TZVPD

```
9
Properties=species:S:1:pos:R:3:lowdin_charge:R:1
C 1.30 -0.44 0.01 0.042
C 0.17 0.14 -0.62 -0.189
C -0.95 0.45 0.15 -0.934
F -1.56 1.62 -0.18 0.048
F -0.60 0.33 1.53 -0.061
Cl -2.15 -0.85 0.01 0.738
H 2.22 -1.08 -0.42 0.103
H 1.26 -0.66 1.21 0.113
H 0.32 0.48 -1.70 0.140
```

Output
* E_HOMO: -10.32 eV
* HOMO-LUMO gap: 0.38517 Eh
* ΔE to the lowest compared entry with this formula, charge and spin: 152.4 kJ/mol
* electronic energy: -21114.9764 eV
* 2S+1: 1

=====

[8]
C47H120AsF6N11O7 | ωB97M-V/def2-TZVPD

```
192
Properties=species:S:1:pos:R:3:lowdin_charge:R:1
As -4.62 1.14 -16.20 0.950
F -5.37 1.88 -14.75 -0.273
F -5.84 -0.19 -16.34 -0.281
F -3.78 0.44 -17.62 -0.269
F -3.33 2.36 -16.01 -0.276
F -3.60 0.08 -15.13 -0.279
F -5.62 2.20 -17.25 -0.275
C 0.22 -0.64 -19.10 -0.041
C -1.13 -0.45 -19.79 -0.156
N -1.64 -1.79 -20.13 -0.042
C -2.38 -2.71 -19.40 -0.038
C -2.77 -3.74 -20.22 -0.003
N -2.19 -3.53 -21.46 -0.084
C -1.55 -2.30 -21.42 0.069
C -2.30 -4.30 -22.65 0.016
H 0.96 -1.14 -19.72 0.102
H 0.26 -1.26 -18.21 0.072
H 0.64 0.34 -18.87 0.072
H -1.02 0.02 -20.77 0.125
H -1.90 0.21 -19.37 0.096
H -2.53 -2.56 -18.34 0.115
H -3.38 -4.61 -20.07 0.138
H -1.08 -1.82 -22.26 0.179
H -2.57 -5.34 -22.45 0.125
H -1.35 -4.30 -23.17 0.128
H -3.03 -3.84 -23.32 0.117
C -5.58 -4.02 -17.81 -0.051
C -6.99 -3.69 -17.31 -0.172
N -7.61 -4.80 -16.58 -0.050
C -8.01 -5.96 -17.20 0.002
C -8.33 -6.93 -16.29 0.049
N -8.30 -6.30 -15.07 -0.070
C -7.86 -5.01 -15.23 0.019
C -8.74 -7.00 -13.80 0.070
H -5.14 -3.16 -18.32 0.051
H -5.71 -4.77 -18.59 0.087
H -4.92 -4.31 -17.00 0.072
H -7.62 -3.38 -18.15 0.113
H -6.98 -2.81 -16.66 0.106
H -7.97 -5.91 -18.28 0.146
H -8.55 -7.98 -16.31 0.161
H -7.64 -4.28 -14.46 0.134
H -7.83 -7.02 -13.20 0.100
H -9.22 -7.97 -13.92 0.125
H -9.42 -6.28 -13.34 0.106
C -5.22 -0.70 -20.99 0.019
N -6.67 -0.21 -20.87 -0.291
C -7.68 -1.40 -20.93 0.063
C -6.97 0.56 -19.52 0.013
C -6.95 0.81 -21.99 -0.082
C -6.61 0.36 -23.48 -0.224
O -7.35 -0.73 -23.95 -0.010
H -4.56 0.16 -20.98 0.107
H -5.14 -1.28 -21.91 0.103
H -5.01 -1.45 -20.22 0.078
H -8.64 -0.88 -21.05 0.111
H -7.66 -1.92 -19.98 0.081
H -7.49 -1.98 -21.84 0.111
H -6.47 1.53 -19.53 0.084
H -6.82 -0.01 -18.61 0.075
H -8.04 0.71 -19.57 0.084
H -6.38 1.72 -21.80 0.120
H -8.01 1.05 -22.02 0.139
H -5.55 0.13 -23.51 0.110
H -6.67 1.22 -24.14 0.146
H -8.09 -0.32 -24.39 0.123
C -9.24 0.98 -15.52 -0.006
N -9.84 2.24 -16.02 -0.356
C -9.31 3.43 -15.15 0.072
C -9.43 2.54 -17.43 -0.004
C -11.34 2.16 -16.05 -0.075
C -12.07 1.91 -14.69 -0.234
O -12.15 3.02 -13.85 -0.027
H -8.17 1.16 -15.55 0.074
H -9.41 0.09 -16.12 0.121
H -9.61 0.94 -14.50 0.106
H -8.22 3.40 -15.17 0.077
H -9.82 3.28 -14.21 0.107
H -9.64 4.28 -15.75 0.123
H -9.80 3.51 -17.77 0.123
H -9.76 1.76 -18.12 0.110
H -8.35 2.72 -17.38 0.088
H -11.60 1.32 -16.69 0.143
H -11.84 2.98 -16.57 0.159
H -11.79 0.99 -14.18 0.119
H -13.08 1.64 -14.99 0.143
H -12.74 2.93 -13.10 0.126
C -0.77 1.69 -14.65 0.001
N 0.16 2.89 -14.92 -0.255
C 0.99 2.45 -16.18 -0.004
C -0.57 4.20 -15.53 0.043
C 1.15 3.24 -13.73 -0.016
C 0.50 3.17 -12.32 -0.185
O -0.76 3.88 -12.24 -0.074
H -1.51 1.99 -13.91 0.087
H -0.12 0.87 -14.35 0.110
H -1.33 1.45 -15.56 0.065
H 0.37 2.30 -17.07 0.081
H 1.52 1.51 -16.06 0.109
H 1.71 3.24 -16.37 0.117
H -0.09 4.85 -16.26 0.110
H -1.02 4.73 -14.69 0.088
H -1.36 3.74 -16.13 0.038
H 1.61 4.18 -14.04 0.149
H 1.85 2.42 -13.85 0.134
H 1.21 3.55 -11.59 0.144
H 0.44 2.14 -11.95 0.123
H -1.15 3.53 -11.44 0.089
C -0.36 -3.21 -13.22 0.037
N -0.64 -4.32 -14.25 -0.265
C 0.34 -4.19 -15.52 0.060
C -0.29 -5.66 -13.58 0.029
C -2.15 -4.32 -14.74 -0.071
C -2.91 -3.06 -14.85 -0.261
O -2.12 -2.09 -15.56 -0.084
H 0.54 -3.33 -12.61 0.126
H -1.28 -2.95 -12.70 0.097
H -0.15 -2.37 -13.88 0.080
H 0.20 -3.19 -15.93 0.076
H 0.19 -4.98 -16.25 0.112
H 1.35 -4.21 -15.11 0.114
H 0.77 -5.69 -13.31 0.122
H -0.46 -6.46 -14.30 0.115
H -0.91 -5.79 -12.70 0.113
H -2.71 -4.71 -13.89 0.116
H -2.31 -4.96 -15.61 0.145
H -3.14 -2.64 -13.87 0.082
H -3.91 -3.10 -15.29 0.111
H -2.57 -1.25 -15.47 0.022
C -3.63 5.59 -18.35 -0.001
N -2.95 4.91 -19.55 -0.288
C -1.80 5.87 -19.95 0.045
C -2.40 3.58 -18.92 0.019
C -3.91 4.71 -20.77 -0.047
C -4.95 5.85 -20.98 -0.236
O -4.32 7.00 -21.47 -0.018
H -2.96 5.59 -17.49 0.095
H -4.49 4.97 -18.06 0.093
H -3.95 6.60 -18.60 0.119
H -2.26 6.74 -20.43 0.105
H -1.25 5.39 -20.76 0.118
H -1.19 6.24 -19.13 0.116
H -1.59 3.90 -18.25 0.069
H -1.81 3.09 -19.69 0.103
H -3.21 3.08 -18.40 0.065
H -4.49 3.82 -20.55 0.109
H -3.27 4.56 -21.65 0.144
H -5.48 6.05 -20.04 0.108
H -5.74 5.54 -21.65 0.137
H -4.93 7.42 -22.08 0.124
C -4.17 6.46 -13.11 0.021
N -5.11 5.27 -12.81 -0.304
C -6.10 4.93 -13.96 0.005
C -4.18 4.07 -12.46 0.025
C -6.04 5.82 -11.57 0.009
C -7.19 6.84 -11.99 -0.194
O -6.63 8.03 -12.52 -0.061
H -3.58 6.66 -12.21 0.116
H -4.57 7.42 -13.44 0.110
H -3.49 6.06 -13.86 0.083
H -5.48 4.45 -14.72 0.078
H -6.43 5.86 -14.41 0.107
H -6.99 4.45 -13.56 0.086
H -3.54 3.94 -13.33 0.086
H -4.88 3.34 -12.06 0.078
H -3.60 4.44 -11.61 0.103
H -5.27 6.21 -10.90 0.137
H -6.40 4.86 -11.21 0.118
H -7.51 7.20 -11.02 0.142
H -8.09 6.59 -12.57 0.127
H -7.37 8.65 -12.56 0.118
C -5.35 0.52 -11.79 0.022
N -6.03 -0.89 -11.81 -0.297
C -7.21 -1.04 -10.79 0.091
C -6.51 -1.16 -13.27 0.011
C -4.94 -1.94 -11.42 -0.055
C -5.29 -3.43 -11.66 -0.222
O -5.06 -3.79 -12.96 -0.088
H -6.07 1.33 -11.84 0.093
H -4.70 0.57 -12.66 0.074
H -4.87 0.59 -10.81 0.113
H -6.79 -0.63 -9.87 0.124
H -7.49 -2.09 -10.87 0.100
H -7.97 -0.38 -11.21 0.108
H -7.12 -0.37 -13.69 0.085
H -7.10 -2.08 -13.23 0.090
H -5.70 -1.29 -13.99 0.074
H -4.66 -1.75 -10.39 0.149
H -4.12 -1.71 -12.10 0.114
H -6.33 -3.67 -11.45 0.121
H -4.65 -4.08 -11.06 0.153
H -4.77 -4.71 -13.02 0.108
```

Output
* E_HOMO: -24.10 eV
* HOMO-LUMO gap: 0.29388 Eh
* charge: +8
* electronic energy: -158454.6055 eV
* 2S+1: 1

=====

[9]
C4H11N3O | ωB97M-V/def2-TZVPD

```
19
Properties=species:S:1:pos:R:3:lowdin_charge:R:1
H 0.85 -0.53 -2.15 0.045
N 1.74 -0.52 -1.65 0.126
C 1.63 -0.15 -0.44 -0.379
C 2.85 -0.24 0.43 -0.068
N 0.63 1.25 -0.02 0.056
O 0.22 1.43 1.08 -0.027
H 2.67 0.13 1.44 0.062
H 3.17 -1.29 0.49 0.079
H 3.66 0.37 0.03 0.083
C -1.87 -0.36 1.26 -0.139
N -1.14 -0.13 0.05 -0.283
C -1.88 0.38 -1.07 -0.149
H -2.45 -1.29 1.23 0.075
H -2.57 0.45 1.46 0.081
H -1.17 -0.39 2.11 0.075
H -0.12 -0.66 -0.13 0.146
H -2.38 1.32 -0.79 0.083
H -1.20 0.58 -1.90 0.062
H -2.64 -0.33 -1.43 0.071
```

Output
* E_HOMO (alpha / beta): -8.00 / -8.00 eV
* HOMO-LUMO gap (alpha / beta): 0.27854 / 0.27843 Eh
* ΔE to the lowest compared entry with this formula, charge and spin: 685.3 kJ/mol
* electronic energy: -10838.1084 eV
* 2S+1: 1